{"formula": "C24H68O10", "method": "wB97M-V/def2-TZVPD", "energy_ha": -1707.144864, "e_lumo_ev": [-2.1, -8.8], "homo_energy_ha": [-0.433, -0.432], "charge": 1, "multiplicity": 2, "s_squared": 0.7544, "homo_lumo_gap_ev": [9.669, 3.005], "symbols": ["C", "C", "O", "H", "H", "H", "H", "H", "H", "C", "C", "O", "H", "H", "H", "H", "H", "H", "C", "C", "O", "H", "H", "H", "H", "H", "H", "C", "C", "O", "H", "H", "H", "H", "H", "H", "C", "C", "O", "H", "H", "H", "H", "H", "H", "C", "C", "O", "H", "H", "H", "H", "H", "H", "C", "C", "C", "O", "H", "H", "H", "H", "H", "H", "H", "H", "C", "C", "C", "O", "H", "H", "H", "H", "H", "H", "H", "H", "C", "C", "C", "O", "H", "H", "H", "H", "H", "H", "H", "H", "C", "C", "C", "O", "H", "H", "H", "H", "H", "H", "H", "H"], "positions_angstrom": [[-15.057, -1.076, -22.086], [-16.414, -1.217, -22.769], [-16.920, 0.103, -22.811], [-14.534, -2.019, -21.924], [-15.090, -0.645, -21.086], [-14.516, -0.307, -22.637], [-17.076, -1.927, -22.274], [-16.192, -1.556, -23.781], [-17.672, 0.069, -23.407], [-10.577, -3.234, -22.208], [-11.517, -2.779, -21.070], [-10.825, -2.388, -19.892], [-11.101, -3.735, -23.022], [-9.790, -3.912, -21.879], [-9.967, -2.392, -22.535], [-12.179, -3.601, -20.802], [-12.058, -1.907, -21.438], [-11.423, -1.863, -19.354], [-14.517, -4.894, -23.481], [-14.471, -6.031, -22.465], [-13.766, -7.134, -22.972], [-14.780, -5.197, -24.494], [-13.531, -4.443, -23.595], [-15.253, -4.164, -23.143], [-15.469, -6.318, -22.132], [-14.007, -5.673, -21.547], [-13.428, -7.642, -22.231], [-11.600, -5.810, -27.138], [-11.419, -5.272, -25.657], [-10.082, -4.825, -25.553], [-11.007, -6.690, -27.388], [-11.310, -5.054, -27.867], [-12.653, -6.012, -27.332], [-11.628, -6.048, -24.921], [-12.131, -4.459, -25.513], [-9.837, -4.298, -26.318], [-9.969, -2.543, -15.152], [-11.346, -2.308, -15.700], [-11.702, -0.961, -15.583], [-9.770, -3.610, -15.053], [-9.665, -2.023, -14.243], [-9.278, -2.171, -15.908], [-11.992, -2.963, -15.117], [-11.290, -2.649, -16.734], [-12.480, -0.793, -16.120], [-9.834, -6.654, -22.265], [-9.171, -7.530, -23.334], [-8.220, -6.825, -24.138], [-10.423, -7.200, -21.528], [-10.556, -5.992, -22.744], [-9.086, -6.081, -21.717], [-9.882, -7.996, -24.016], [-8.717, -8.434, -22.926], [-8.703, -6.153, -24.623], [-11.307, -0.975, -24.850], [-11.152, 0.577, -24.653], [-10.833, 0.988, -23.235], [-10.221, 1.093, -25.573], [-12.066, -1.259, -24.121], [-10.403, -1.417, -24.433], [-11.494, -1.276, -25.881], [-12.107, 0.994, -24.972], [-10.956, 2.070, -23.276], [-9.836, 0.636, -22.971], [-11.637, 0.626, -22.594], [-10.566, 0.901, -26.448], [-8.231, -0.802, -18.199], [-7.454, -1.946, -18.940], [-7.477, -3.241, -18.132], [-8.031, -2.077, -20.191], [-9.282, -1.029, -18.380], [-8.070, 0.201, -18.594], [-8.087, -0.762, -17.120], [-6.409, -1.636, -18.975], [-8.459, -3.464, -17.714], [-6.812, -3.061, -17.288], [-7.069, -4.066, -18.716], [-8.972, -2.246, -20.106], [-6.967, -3.518, -24.339], [-5.588, -3.774, -23.688], [-5.066, -5.185, -23.998], [-4.768, -2.866, -24.316], [-6.876, -3.392, -25.418], [-7.405, -2.575, -24.015], [-7.694, -4.318, -24.197], [-5.573, -3.534, -22.625], [-4.204, -5.454, -23.388], [-4.816, -5.466, -25.021], [-5.875, -5.823, -23.643], [-3.894, -3.244, -24.434], [-13.895, 1.179, -17.858], [-12.856, 0.536, -18.802], [-11.465, 1.015, -18.633], [-12.857, -0.852, -18.568], [-13.593, 1.249, -16.812], [-14.812, 0.592, -17.816], [-14.199, 2.180, -18.163], [-13.111, 0.810, -19.825], [-10.790, 0.581, -19.371], [-11.147, 0.864, -17.601], [-11.389, 2.093, -18.776], [-13.610, -1.100, -18.026]], "atomic_forces_ev_per_a": [[-0.107, 0.206, 0.659], [1.367, 0.318, 0.299], [-0.564, -0.221, -0.131], [0.185, -0.016, -0.614], [-0.664, 0.030, 0.210], [0.458, -0.456, -0.322], [-0.132, 0.036, 0.102], [-0.269, -0.277, -0.181], [-0.214, 0.372, -0.006], [0.714, 0.440, 1.228], [0.096, -0.497, -1.136], [1.763, -0.224, -0.237], [-0.013, 0.386, -0.009], [-0.316, -0.475, 0.361], [-0.429, 0.253, -0.517], [-0.310, 0.104, -0.117], [-0.426, -0.155, 0.029], [-0.529, 0.348, 0.433], [0.109, -0.265, 0.066], [-0.303, 0.538, 0.183], [0.398, -0.211, -0.298], [-0.289, -0.378, 0.143], [0.019, 0.221, 0.262], [0.147, 0.190, -0.064], [-0.333, -0.126, -0.346], [0.322, 0.234, 0.116], [-0.021, -0.157, -0.054], [-0.533, 0.285, 0.992], [-0.052, -0.554, -2.757], [0.548, -0.046, 1.230], [-0.024, -0.082, 0.442], [0.050, 0.326, 0.153], [-0.021, -0.205, 0.003], [0.283, 0.019, 0.029], [-0.018, 0.174, 0.142], [-0.172, 0.000, -0.107], [1.283, 0.350, -0.525], [0.227, -0.840, 0.814], [0.073, 0.498, -0.044], [-0.087, -0.018, 0.127], [-0.620, -0.084, 0.196], [0.344, 0.000, 0.005], [-0.624, 0.060, -0.223], [-0.503, 0.002, -0.270], [-0.001, 0.018, -0.011], [-0.156, -0.261, -0.421], [-0.131, -0.381, -0.404], [0.054, -0.393, 0.877], [0.142, -0.409, -0.042], [0.200, 0.268, -0.014], [0.055, 0.066, -0.122], [-0.666, 0.319, 0.011], [0.648, 0.405, 0.341], [-0.276, 0.235, -0.305], [0.704, 1.397, 1.616], [-1.119, -1.683, -1.414], [-0.608, 0.319, -1.122], [0.865, 0.261, 0.203], [-0.537, -0.399, -0.471], [0.246, -0.263, -0.570], [-0.132, -0.008, 0.210], [-0.456, 0.204, 0.518], [0.652, 0.121, 0.551], [-0.069, 0.232, 0.302], [0.251, -0.263, 0.248], [0.140, 0.079, -0.129], [-1.629, 0.192, 0.033], [1.104, 1.205, 0.173], [-0.542, -0.721, 0.771], [2.544, 0.536, 0.433], [-0.185, 0.151, 0.339], [0.473, -0.298, -0.386], [0.452, -0.518, -0.132], [-0.060, -0.093, -1.055], [-0.045, -0.148, -0.281], [0.051, 0.133, -0.036], [-0.178, 0.096, -0.086], [-2.624, -0.533, 0.259], [-0.273, -0.127, 0.259], [-0.552, -0.969, -1.838], [-0.942, -0.546, 1.604], [1.565, 1.941, -0.740], [0.440, -0.197, -0.036], [0.020, 0.056, 0.308], [0.088, 0.020, 0.370], [-0.343, -0.496, 0.390], [0.195, 0.245, 0.105], [-0.377, 0.641, -0.185], [0.105, -0.578, -0.246], [0.061, 0.095, 0.063], [0.020, 0.171, -0.049], [-1.113, 1.286, 0.506], [0.824, 1.071, 0.685], [0.328, -1.210, -0.254], [0.534, -0.006, 0.014], [-0.135, -0.152, -0.391], [0.183, -0.012, -0.114], [-0.566, -0.595, -0.273], [0.042, -0.276, 0.139], [0.339, -0.380, -0.026], [-0.217, 0.111, -0.191], [-0.205, -0.061, -0.254]], "mulliken_spin": [0.00, 0.00, 0.00, 0.00, 0.00, 0.00, 0.00, 0.00, 0.00, 0.00, 0.00, 0.00, 0.00, 0.00, 0.00, 0.00, 0.00, 0.00, 0.00, 0.00, 0.00, 0.00, 0.00, 0.00, 0.00, 0.00, 0.00, 0.00, 0.00, 0.00, 0.00, 0.00, 0.00, 0.00, 0.00, 0.00, 0.00, 0.00, 0.00, 0.00, 0.00, 0.00, 0.00, 0.00, 0.00, 0.00, 0.00, 0.00, 0.00, 0.00, 0.00, 0.00, 0.00, 0.00, 0.00, 0.00, 0.00, 0.00, 0.00, 0.00, 0.00, 0.00, 0.00, 0.00, 0.00, 0.00, 0.14, 0.03, 0.14, 0.68, -0.01, 0.00, 0.00, -0.01, 0.00, 0.00, 0.00, 0.00, 0.00, 0.00, 0.00, 0.00, 0.00, 0.00, 0.00, 0.00, 0.00, 0.00, 0.00, 0.00, 0.00, 0.00, 0.00, 0.00, 0.00, 0.00, 0.00, 0.00, 0.00, 0.00, 0.00, 0.00]}

***

{"formula": "C24H68O19", "method": "wB97M-V/def2-TZVPD", "energy_ha": -2384.787290, "e_lumo_ev": 4.1, "homo_energy_ha": -0.120, "charge": -2, "homo_lumo_gap_ev": 7.322, "symbols": ["C", "C", "C", "O", "C", "C", "C", "O", "O", "O", "H", "H", "C", "C", "O", "H", "H", "H", "H", "H", "H", "C", "C", "O", "H", "H", "H", "H", "H", "H", "C", "C", "O", "H", "H", "H", "H", "H", "H", "C", "C", "O", "H", "H", "H", "H", "H", "H", "C", "C", "O", "H", "H", "H", "H", "H", "H", "C", "C", "O", "H", "H", "H", "H", "H", "H", "C", "C", "O", "H", "H", "H", "H", "H", "H", "C", "C", "O", "H", "H", "H", "H", "H", "H", "C", "C", "O", "H", "H", "H", "H", "H", "H", "O", "H", "H", "O", "H", "H", "O", "H", "H", "O", "H", "H", "O", "H", "H", "O", "H", "H"], "positions_angstrom": [[0.954, -0.951, -0.529], [0.155, 0.071, -1.026], [-0.621, 0.990, -0.095], [-1.421, 1.992, -0.389], [-0.545, 0.806, 1.276], [0.309, -0.186, 1.871], [0.899, -1.261, 0.878], [1.280, -2.382, 1.277], [0.540, -0.219, 3.068], [0.229, 0.230, -2.321], [1.577, -1.528, -1.196], [-1.081, 1.400, 2.001], [-4.747, 4.022, 1.779], [-4.313, 2.587, 2.027], [-3.382, 2.667, 3.047], [-5.457, 3.916, 0.959], [-3.971, 4.704, 1.432], [-5.352, 4.512, 2.542], [-3.798, 2.141, 1.176], [-5.140, 1.898, 2.202], [-3.067, 1.777, 3.218], [-1.997, 6.688, -0.333], [-1.359, 5.417, -0.892], [-2.377, 4.563, -1.299], [-2.611, 6.436, 0.531], [-2.689, 7.049, -1.094], [-1.348, 7.493, 0.011], [-0.734, 4.950, -0.130], [-0.806, 5.829, -1.736], [-2.226, 3.673, -0.972], [-1.504, -4.354, -4.421], [-0.666, -3.168, -3.941], [-1.299, -2.362, -2.996], [-2.409, -4.007, -4.918], [-1.734, -4.970, -3.551], [-0.929, -4.974, -5.108], [-0.614, -2.474, -4.779], [0.335, -3.477, -3.639], [-0.653, -1.660, -2.889], [-5.095, 0.514, -1.423], [-3.895, 0.251, -2.286], [-3.366, 1.522, -2.574], [-4.886, 1.230, -0.628], [-5.371, -0.432, -0.957], [-5.959, 0.967, -1.909], [-4.178, -0.308, -3.177], [-3.119, -0.223, -1.684], [-2.851, 1.756, -1.798], [4.324, -1.400, -5.088], [3.013, -0.846, -4.583], [3.243, -0.523, -3.239], [4.297, -1.446, -6.177], [4.456, -2.409, -4.699], [5.086, -0.703, -4.739], [2.177, -1.538, -4.690], [2.749, 0.068, -5.117], [2.419, -0.194, -2.873], [4.575, -0.939, 0.574], [4.833, 0.245, -0.343], [5.393, -0.324, -1.486], [3.966, -1.712, 0.105], [3.855, -0.716, 1.362], [5.495, -1.342, 0.998], [5.445, 0.944, 0.227], [3.886, 0.735, -0.569], [4.626, -0.503, -2.035], [1.638, 3.626, 5.629], [0.847, 2.469, 5.046], [1.708, 1.410, 4.901], [1.032, 4.524, 5.514], [2.586, 3.879, 5.154], [1.676, 3.481, 6.708], [0.459, 2.711, 4.057], [-0.064, 2.239, 5.598], [1.329, 0.724, 4.348], [-4.435, -0.745, 3.819], [-3.079, -0.653, 3.131], [-2.223, 0.210, 3.872], [-4.412, -1.493, 4.612], [-5.259, -0.957, 3.139], [-4.794, 0.167, 4.296], [-3.177, -0.264, 2.118], [-2.654, -1.646, 2.982], [-1.355, 0.137, 3.469], [3.556, -4.085, -2.168], [5.060, -4.353, -1.974], [5.572, -3.376, -1.061], [2.996, -4.436, -1.301], [3.139, -4.526, -3.074], [3.374, -3.027, -2.357], [5.637, -4.251, -2.893], [5.152, -5.411, -1.727], [5.616, -2.551, -1.550], [-1.214, 3.799, 2.150], [-1.190, 3.169, 1.430], [-1.932, 3.499, 2.708], [-0.747, -3.916, 2.590], [-0.314, -4.697, 2.246], [-0.223, -3.186, 2.261], [0.473, -3.947, -0.834], [0.052, -3.353, -1.454], [0.840, -3.372, -0.162], [1.514, -2.277, 4.607], [1.299, -1.715, 3.862], [0.740, -2.238, 5.168], [3.155, -3.518, 2.749], [3.740, -3.933, 2.116], [2.512, -3.054, 2.214], [-0.721, 1.376, -4.906], [-0.052, 1.991, -5.205], [-0.396, 1.059, -4.063]], "atomic_forces_ev_per_a": [[-0.740, 0.709, 2.692], [1.631, 0.161, -3.519], [-2.962, 2.721, 1.155], [1.610, -2.031, -1.336], [1.830, -2.430, 0.858], [-0.901, 0.695, -3.029], [0.307, 0.082, -1.359], [-0.279, 0.757, 0.563], [0.199, -0.824, 1.374], [-0.926, 0.426, 1.754], [-0.170, -0.185, 0.008], [0.051, 0.330, -0.439], [-1.321, -0.415, -1.450], [0.379, 1.060, -0.686], [-0.084, -0.587, 1.698], [-0.101, 0.378, -0.454], [0.242, -0.372, 0.192], [0.357, -0.351, 0.571], [-0.068, 0.369, -0.663], [-0.380, 0.128, 0.574], [0.574, -0.475, 0.664], [-0.963, -0.294, 0.647], [0.113, 1.295, 0.673], [-0.731, 0.040, -0.433], [-0.088, -0.106, 0.112], [0.033, 0.277, -0.066], [0.419, -0.132, -0.362], [0.282, 0.036, -0.234], [0.615, -0.773, -0.370], [0.433, -0.310, 0.061], [0.342, 0.248, 0.861], [-0.418, 0.195, -2.016], [-0.244, -0.658, 1.242], [-0.050, -0.077, 0.146], [-0.315, -0.117, -0.052], [0.065, 0.106, -0.091], [0.836, -0.321, -0.748], [0.119, -0.171, 0.141], [-0.169, 1.057, 0.527], [-0.816, -0.654, 0.875], [0.064, 1.356, 0.978], [0.045, 0.371, -1.445], [0.459, -0.148, 0.125], [-0.506, -0.071, 0.200], [0.039, -0.280, -0.532], [0.430, 0.061, -0.109], [-0.200, -0.955, -0.213], [0.646, 0.247, 0.130], [-0.632, -0.014, -0.301], [0.187, 0.206, -0.344], [-0.136, -0.013, 0.741], [0.232, -0.016, -0.055], [0.335, 0.079, 0.099], [0.289, -0.301, -0.149], [-0.049, -0.202, 0.001], [-0.067, 0.090, -0.256], [-0.637, 0.203, 0.398], [-1.411, 0.182, 0.942], [-1.018, -1.333, 1.695], [1.207, 0.630, -1.062], [0.594, -0.219, -0.623], [0.425, 0.566, 0.666], [-0.149, -0.131, -0.117], [0.526, 0.205, -0.692], [-0.059, 0.226, -0.110], [-0.126, -0.081, -0.736], [-1.470, 0.658, 0.452], [-0.094, 0.833, -1.477], [1.306, -1.179, 0.815], [-0.186, 0.215, -0.039], [0.062, -0.663, 0.102], [0.754, -0.009, 0.063], [-0.053, 0.525, -0.266], [0.015, -0.039, 0.732], [-0.208, -0.138, -0.214], [-0.354, -0.039, 0.285], [-0.487, 0.216, -0.291], [-0.656, -0.261, 0.186], [-0.054, -0.118, -0.056], [0.238, -0.495, -0.276], [0.603, 0.412, 0.009], [-0.211, 0.231, -0.237], [0.151, -0.147, 0.344], [0.713, -0.008, 0.238], [0.377, 0.030, -0.489], [-0.980, 1.053, -0.873], [0.311, -1.625, 0.316], [-0.096, 0.246, -0.136], [0.069, -0.629, 0.001], [0.072, 0.231, 0.480], [-0.159, -0.005, -0.459], [0.546, 0.231, 1.018], [-0.027, 0.449, 0.142], [0.990, 0.992, -0.068], [-0.041, -0.181, -0.525], [-0.513, -0.133, 0.134], [-0.836, -0.261, 0.375], [0.186, -0.036, -0.136], [0.549, 0.199, -0.123], [-0.108, -0.926, -0.596], [-0.407, 0.192, -0.088], [0.279, 0.259, 0.656], [0.322, -0.527, 0.770], [-0.147, 0.379, -0.362], [-0.211, 0.066, 0.018], [0.868, -0.645, 0.481], [0.185, -0.022, -0.218], [-0.497, 0.280, -0.145], [-0.093, 0.003, -0.798], [0.095, 0.154, -0.001], [-0.001, -0.211, 0.942]], "lowdin_charge": [-0.01, -0.29, -0.25, -0.09, 0.00, -0.29, -0.25, -0.06, -0.01, -0.09, 0.10, 0.09, -0.06, -0.32, -0.09, 0.07, 0.06, 0.07, 0.10, 0.11, 0.04, -0.10, -0.34, -0.07, 0.05, 0.07, 0.06, 0.10, 0.10, 0.03, -0.08, -0.35, -0.07, 0.07, 0.07, 0.07, 0.11, 0.10, 0.04, -0.10, -0.31, -0.09, 0.05, 0.07, 0.07, 0.11, 0.11, 0.03, -0.07, -0.31, -0.10, 0.07, 0.06, 0.08, 0.11, 0.11, 0.06, -0.09, -0.31, -0.10, 0.06, 0.07, 0.08, 0.11, 0.11, 0.03, -0.09, -0.36, -0.07, 0.06, 0.07, 0.06, 0.10, 0.11, 0.03, -0.08, -0.29, -0.09, 0.07, 0.07, 0.07, 0.10, 0.11, 0.03, -0.08, -0.30, -0.09, 0.07, 0.07, 0.05, 0.09, 0.10, 0.05, -0.06, -0.02, -0.01, -0.06, 0.03, -0.01, -0.06, -0.01, -0.03, -0.06, -0.02, 0.03, -0.07, 0.02, -0.04, -0.07, 0.01, -0.02]}